Formula: CH9NO5
Source: the Open Molecules 2025 dataset
Level of theory: ωB97M-V/def2-TZVPD

Cartesian coordinates (Å):
N: -2.110 -1.218 -1.203
C: -1.049 -0.688 -0.375
O: 0.115 -1.187 -0.452
O: -1.550 0.072 0.634
H: -3.063 -0.771 -1.254
H: -2.055 -2.163 -1.538
H: -0.788 0.296 1.185
O: 1.394 0.717 1.360
H: 1.678 0.245 0.598
H: 1.258 1.628 0.988
O: 3.409 -1.701 -2.213
H: 3.652 -2.014 -1.287
H: 3.944 -0.867 -2.186
O: -0.924 3.314 1.920
H: -1.486 2.575 2.330
H: -1.631 4.013 1.849

Computed properties:
HOMO energy, eV: -10.2
Lowest unoccupied orbital energy, eV: 0.424
Multiplicity: 1
Kohn-Sham gap, Ha: 0.3905
SMILES: NC(=O)O.O.O.O
Total energy, eV: -12910.6946
Relative energy (zero: lowest compared OMol25 entry of this formula, charge and spin), kcal/mol: 28.8